Record 1
{"formula": "C36H28IN9O3S2Ti", "method": "the ωB97M-V functional and the def2-TZVPD basis", "elements": ["Ti", "C", "C", "C", "C", "C", "N", "C", "C", "C", "C", "C", "C", "C", "N", "C", "C", "C", "N", "C", "C", "N", "C", "C", "C", "N", "H", "H", "H", "H", "H", "H", "H", "H", "H", "H", "H", "H", "H", "H", "H", "H", "H", "H", "S", "C", "S", "C", "C", "N", "C", "N", "O", "C", "O", "C", "C", "C", "C", "C", "C", "C", "C", "C", "N", "H", "H", "H", "H", "H", "H", "N", "C", "O", "C", "I", "H", "H", "H", "H"], "xyz": [[0.599, -0.417, 0.374], [-0.084, 5.349, 4.753], [-0.224, 4.129, 3.873], [-1.460, 3.546, 3.617], [-1.566, 2.436, 2.803], [-0.460, 1.851, 2.161], [-0.631, 0.749, 1.313], [-1.989, 0.535, 0.873], [-2.548, 1.442, -0.021], [-3.848, 1.313, -0.467], [-4.642, 0.257, -0.029], [-6.051, 0.084, -0.535], [-4.088, -0.657, 0.850], [-2.782, -0.531, 1.307], [-2.293, -1.522, 2.225], [-3.011, -2.425, 2.937], [-2.120, -3.143, 3.694], [-0.860, -2.599, 3.370], [-0.977, -1.624, 2.486], [0.786, 2.422, 2.461], [0.880, 3.529, 3.301], [2.005, 1.885, 1.960], [3.228, 2.457, 2.003], [4.146, 1.538, 1.581], [3.392, 0.404, 1.278], [2.100, 0.614, 1.508], [-1.011, 5.924, 4.760], [0.145, 5.078, 5.788], [0.714, 6.003, 4.397], [-2.356, 3.958, 4.072], [-2.541, 1.997, 2.636], [-1.925, 2.258, -0.369], [-4.241, 2.024, -1.186], [-6.572, 1.042, -0.572], [-6.040, -0.336, -1.546], [-6.619, -0.598, 0.099], [-4.681, -1.513, 1.146], [-4.083, -2.491, 2.869], [-2.342, -3.948, 4.377], [0.123, -2.878, 3.723], [1.859, 3.927, 3.541], [3.366, 3.482, 2.299], [5.205, 1.679, 1.448], [3.737, -0.540, 0.902], [0.763, 1.567, -1.065], [2.088, 1.721, -2.238], [3.590, 0.970, -2.080], [1.748, 2.485, -3.361], [2.695, 2.744, -4.404], [3.434, 2.991, -5.256], [0.429, 3.014, -3.555], [-0.631, 3.436, -3.743], [2.963, -3.510, 1.479], [2.388, -2.696, 0.799], [1.435, -1.895, 1.225], [2.677, -2.548, -0.672], [3.634, -3.369, -1.288], [3.799, -3.256, -2.636], [2.988, -2.363, -3.368], [3.093, -2.223, -4.774], [2.295, -1.343, -5.441], [1.340, -0.576, -4.734], [1.213, -0.693, -3.383], [2.049, -1.577, -2.663], [1.946, -1.660, -1.300], [4.201, -4.052, -0.673], [4.540, -3.849, -3.160], [3.827, -2.824, -5.302], [2.392, -1.226, -6.514], [0.711, 0.128, -5.267], [0.496, -0.095, -2.839], [-0.903, -3.412, -0.127], [-0.969, -2.444, -1.065], [-0.625, -1.230, -0.671], [-1.443, -2.708, -2.339], [-4.125, -2.967, -2.175], [-0.389, -3.221, 0.721], [-0.976, -4.368, -0.426], [-1.456, -3.727, -2.697], [-1.452, -1.913, -3.067]], "lowdin_charge": [0.95, -0.06, -0.28, -0.04, 0.00, -0.19, -0.12, -0.27, -0.02, -0.02, -0.29, -0.07, -0.02, -0.11, -0.05, -0.06, -0.06, -0.14, 0.05, -0.10, 0.01, -0.06, -0.04, -0.03, -0.13, -0.04, 0.07, 0.08, 0.07, 0.11, 0.12, 0.11, 0.12, 0.08, 0.05, 0.07, 0.10, 0.11, 0.09, 0.11, 0.11, 0.12, 0.11, 0.11, 0.71, -1.11, 0.61, -0.42, -0.28, 0.12, -0.30, 0.12, 0.10, -0.55, -0.18, -0.20, 0.01, 0.01, -0.16, -0.03, -0.06, -0.05, -0.08, -0.25, 0.13, 0.12, 0.12, 0.11, 0.11, 0.12, 0.06, 0.20, -0.56, -0.20, -0.22, 0.21, 0.08, 0.12, 0.02, 0.05], "total_energy_ev": -110231.855, "spin_multiplicity": 2, "lumo_ev": [1.61, 0.83], "homo_ev": [-4.525, -4.527], "charge": -1}

---

Record 2
{"formula": "C36H28N7O8PbS3", "method": "the ωB97M-V functional and the def2-TZVPD basis", "elements": ["Pb", "C", "N", "C", "C", "N", "C", "S", "C", "C", "C", "C", "C", "N", "H", "H", "H", "H", "H", "H", "H", "H", "H", "O", "C", "O", "C", "C", "C", "C", "C", "C", "C", "C", "C", "N", "H", "H", "H", "H", "H", "H", "O", "S", "O", "O", "C", "C", "C", "C", "C", "C", "S", "O", "O", "O", "H", "H", "H", "H", "C", "C", "C", "C", "C", "C", "N", "N", "C", "C", "C", "C", "C", "N", "H", "H", "H", "H", "H", "H", "H", "H", "H"], "xyz": [[0.998, -0.020, 0.581], [2.760, 5.023, -1.102], [1.366, 4.661, -0.875], [0.274, 5.264, -1.471], [-0.825, 4.759, -0.905], [-0.413, 3.826, 0.062], [0.972, 3.782, 0.077], [2.041, 2.870, 0.980], [-1.307, 3.218, 0.991], [-2.684, 3.452, 0.899], [-3.507, 2.854, 1.831], [-2.959, 2.035, 2.814], [-1.585, 1.861, 2.805], [-0.779, 2.439, 1.911], [2.792, 5.753, -1.906], [3.338, 4.140, -1.373], [3.182, 5.448, -0.194], [0.378, 5.992, -2.256], [-1.852, 4.968, -1.124], [-3.112, 4.083, 0.138], [-4.574, 3.035, 1.799], [-3.574, 1.566, 3.571], [-1.096, 1.234, 3.543], [1.566, -1.775, -3.571], [1.072, -1.368, -2.530], [1.653, -0.973, -1.479], [-0.451, -1.351, -2.501], [-1.163, -2.022, -3.538], [-2.531, -2.079, -3.507], [-3.206, -1.454, -2.449], [-4.661, -1.510, -2.298], [-5.252, -1.079, -1.190], [-4.500, -0.443, -0.063], [-3.041, -0.186, -0.396], [-2.415, -0.785, -1.510], [-1.063, -0.726, -1.538], [-0.574, -2.478, -4.322], [-3.092, -2.593, -4.277], [-5.238, -1.955, -3.099], [-6.318, -1.185, -1.034], [-4.930, 0.554, 0.109], [-2.715, 0.812, 1.200], [-3.882, -2.232, 3.243], [-3.330, -1.641, 2.046], [-4.713, -1.231, 1.106], [-2.325, 0.601, 0.324], [-2.797, -3.024, 0.987], [-3.754, -3.692, 0.228], [-3.407, -4.823, -0.494], [-2.106, -5.308, -0.451], [-1.157, -4.657, 0.322], [-1.503, -3.521, 1.039], [-0.199, -2.721, 1.936], [0.869, -2.486, 0.946], [0.174, -3.589, 3.013], [-0.794, -1.434, 2.332], [-4.775, -3.345, 0.226], [-4.159, -5.332, -1.084], [-1.833, -6.196, -1.006], [-0.137, -5.016, 0.373], [5.358, 1.857, -3.308], [6.176, 1.222, -2.381], [5.630, 0.666, -1.237], [4.259, 0.749, -1.018], [3.446, 1.398, -1.933], [3.993, 1.945, -3.080], [3.630, 0.191, 0.154], [4.417, -0.331, 0.946], [3.860, -0.838, 2.157], [4.744, -1.509, 2.976], [4.277, -2.018, 4.180], [2.957, -1.806, 4.526], [2.148, -1.097, 3.651], [2.585, -0.632, 2.483], [5.786, 2.278, -4.209], [7.242, 1.156, -2.552], [6.253, 0.166, -0.512], [2.382, 1.458, -1.754], [3.351, 2.431, -3.804], [5.769, -1.624, 2.655], [4.941, -2.565, 4.837], [2.543, -2.188, 5.448], [1.107, -0.908, 3.889]], "lowdin_charge": [1.41, -0.02, -0.12, -0.03, -0.03, 0.03, -0.70, 0.64, -0.25, 0.01, -0.06, -0.07, -0.11, 0.09, 0.10, 0.07, 0.09, 0.13, 0.11, 0.10, 0.13, 0.13, 0.13, 0.07, -0.62, -0.20, -0.13, 0.09, 0.04, -0.09, 0.01, 0.01, -0.27, -0.12, -0.15, 0.18, 0.13, 0.13, 0.13, 0.14, 0.17, 0.07, -0.35, 1.01, -0.29, 0.10, -0.28, -0.06, -0.05, -0.04, -0.03, -0.25, 0.42, -0.42, -0.25, -0.49, 0.11, 0.11, 0.12, 0.13, -0.07, -0.06, -0.01, -0.24, -0.07, -0.08, 0.00, 0.11, -0.30, 0.02, -0.02, -0.02, -0.12, 0.02, 0.11, 0.11, 0.11, 0.08, 0.11, 0.12, 0.12, 0.12, 0.11], "total_energy_ev": -102343.521, "lumo_ev": -5.21, "homo_ev": -10.433, "charge": 1}

---

Record 3
{"formula": "C36H28O4P2PdS3", "method": "the ωB97M-V functional and the def2-TZVPD basis", "elements": ["Pd", "O", "S", "C", "C", "C", "C", "C", "C", "P", "C", "C", "C", "C", "C", "C", "C", "C", "C", "C", "C", "C", "C", "C", "C", "C", "C", "C", "P", "C", "C", "C", "C", "C", "C", "C", "C", "C", "C", "C", "C", "H", "H", "H", "H", "H", "H", "H", "H", "H", "H", "H", "H", "H", "H", "H", "H", "H", "H", "H", "H", "H", "H", "H", "H", "H", "H", "H", "H", "O", "S", "O", "O", "S"], "xyz": [[-0.073, -0.808, 1.550], [-2.961, 1.044, 1.933], [-2.030, 0.432, 0.975], [-1.436, 1.704, -0.152], [-2.283, 2.228, -1.117], [-1.825, 3.229, -1.959], [-0.529, 3.703, -1.824], [0.305, 3.194, -0.839], [-0.138, 2.190, 0.017], [0.904, 1.449, 1.323], [0.225, 2.179, 2.843], [0.371, 1.441, 4.018], [-0.139, 1.930, 5.212], [-0.802, 3.148, 5.236], [-0.952, 3.885, 4.068], [-0.438, 3.404, 2.875], [2.530, 2.233, 1.143], [3.027, 3.120, 2.093], [4.293, 3.667, 1.936], [5.066, 3.338, 0.833], [4.576, 2.449, -0.115], [3.319, 1.893, 0.046], [-2.962, -0.578, -0.157], [-4.324, -0.338, -0.257], [-5.070, -1.092, -1.149], [-4.446, -2.066, -1.917], [-3.090, -2.317, -1.772], [-2.319, -1.580, -0.874], [-0.560, -1.973, -0.541], [-0.487, -3.721, -1.016], [-1.337, -4.636, -0.399], [-1.300, -5.970, -0.763], [-0.409, -6.404, -1.736], [0.443, -5.498, -2.345], [0.407, -4.158, -1.986], [0.367, -1.105, -1.837], [-0.237, -0.528, -2.951], [0.537, 0.106, -3.912], [1.918, 0.139, -3.780], [2.523, -0.451, -2.679], [1.754, -1.055, -1.694], [-3.291, 1.849, -1.224], [-2.478, 3.631, -2.722], [-0.163, 4.478, -2.484], [1.309, 3.581, -0.730], [0.880, 0.482, 3.996], [-0.029, 1.350, 6.118], [-1.210, 3.519, 6.167], [-1.476, 4.832, 4.086], [-0.566, 3.979, 1.966], [2.435, 3.385, 2.959], [4.675, 4.353, 2.681], [6.053, 3.766, 0.716], [5.178, 2.181, -0.973], [2.943, 1.191, -0.687], [-4.776, 0.414, 0.377], [-6.135, -0.927, -1.238], [-5.024, -2.657, -2.615], [-2.630, -3.112, -2.343], [-2.016, -4.308, 0.376], [-1.959, -6.676, -0.274], [-0.377, -7.451, -2.010], [1.147, -5.832, -3.096], [1.091, -3.466, -2.458], [-1.312, -0.563, -3.072], [0.059, 0.561, -4.770], [2.524, 0.620, -4.537], [3.602, -0.442, -2.581], [2.219, -1.524, -0.831], [1.788, -3.347, 0.734], [1.575, -3.070, 2.143], [2.197, -3.963, 3.075], [1.849, -1.612, 2.430], [-0.501, -3.048, 2.494]], "lowdin_charge": [0.33, -0.42, 0.86, -0.34, -0.05, -0.06, -0.06, -0.06, -0.35, 1.05, -0.40, -0.09, -0.06, -0.07, -0.07, -0.08, -0.35, -0.07, -0.07, -0.08, -0.07, -0.09, -0.37, -0.07, -0.05, -0.05, -0.07, -0.33, 1.03, -0.37, -0.13, -0.07, -0.08, -0.07, -0.07, -0.35, -0.07, -0.07, -0.08, -0.09, -0.11, 0.11, 0.11, 0.11, 0.11, 0.10, 0.11, 0.10, 0.11, 0.11, 0.10, 0.11, 0.10, 0.11, 0.08, 0.12, 0.11, 0.11, 0.12, 0.08, 0.11, 0.10, 0.11, 0.10, 0.10, 0.10, 0.10, 0.11, 0.10, -0.42, 0.10, -0.35, -0.53, 0.34], "total_energy_ev": -100539.482, "spin_multiplicity": 3, "lumo_ev": [-0.32, -1.46], "homo_ev": [-7.099, -7.785]}

---

Record 4
{"formula": "C36H29BrN7O3Sn", "method": "the ωB97M-V functional and the def2-TZVPD basis", "elements": ["Sn", "C", "N", "C", "C", "N", "C", "C", "C", "C", "C", "C", "N", "C", "N", "C", "C", "C", "C", "C", "C", "N", "H", "H", "H", "H", "H", "H", "H", "H", "H", "H", "H", "H", "H", "H", "H", "O", "C", "C", "C", "C", "C", "C", "C", "O", "N", "N", "C", "C", "C", "C", "C", "C", "C", "O", "H", "H", "H", "H", "H", "H", "H", "H", "H", "H", "Br", "C", "C", "C", "C", "C", "C", "H", "H", "H", "H"], "xyz": [[0.292, -0.317, -0.530], [2.908, -1.752, 1.437], [2.566, -0.362, 1.181], [2.324, 0.512, 2.308], [0.894, 0.939, 2.373], [-0.077, 0.486, 1.619], [-1.254, 1.099, 2.068], [-2.576, 0.933, 1.670], [-3.537, 1.657, 2.343], [-3.197, 2.537, 3.380], [-1.889, 2.704, 3.787], [-0.930, 1.957, 3.117], [0.445, 1.823, 3.284], [1.826, -2.672, 0.976], [0.569, -2.313, 0.851], [-0.120, -3.475, 0.464], [-1.477, -3.685, 0.244], [-1.870, -4.953, -0.131], [-0.939, -5.990, -0.288], [0.407, -5.799, -0.049], [0.792, -4.523, 0.342], [2.022, -3.972, 0.689], [3.065, -1.927, 2.505], [3.833, -2.014, 0.918], [3.270, 0.044, 0.582], [2.945, 1.409, 2.235], [2.573, 0.024, 3.255], [-2.831, 0.256, 0.866], [-4.578, 1.545, 2.073], [-3.980, 3.087, 3.884], [-1.626, 3.376, 4.594], [1.007, 2.318, 3.956], [-2.189, -2.885, 0.384], [-2.918, -5.160, -0.305], [-1.286, -6.970, -0.589], [1.122, -6.604, -0.152], [2.903, -4.458, 0.712], [-0.504, 5.049, 0.606], [-1.732, 4.649, 0.233], [-2.802, 5.502, 0.502], [-4.084, 5.153, 0.134], [-4.339, 3.940, -0.507], [-3.292, 3.082, -0.757], [-1.981, 3.413, -0.390], [-0.928, 2.417, -0.632], [-1.249, 1.217, -0.960], [0.326, 2.779, -0.449], [1.199, 1.781, -0.759], [2.435, 2.084, -0.920], [3.485, 1.154, -1.247], [4.811, 1.626, -1.236], [5.875, 0.799, -1.504], [5.630, -0.547, -1.796], [4.339, -1.028, -1.833], [3.232, -0.193, -1.590], [2.019, -0.697, -1.696], [0.139, 4.380, 0.283], [-2.597, 6.444, 0.994], [-4.900, 5.833, 0.343], [-5.346, 3.680, -0.806], [-3.449, 2.132, -1.251], [2.700, 3.140, -0.859], [4.988, 2.669, -0.998], [6.886, 1.182, -1.484], [6.458, -1.213, -2.002], [4.122, -2.062, -2.077], [-3.413, -3.842, -4.990], [-2.390, -2.862, -3.739], [-3.040, -2.166, -2.731], [-2.293, -1.432, -1.819], [-0.912, -1.441, -1.930], [-0.253, -2.125, -2.937], [-1.011, -2.844, -3.856], [-4.118, -2.199, -2.655], [-2.796, -0.852, -1.057], [0.823, -2.093, -3.026], [-0.526, -3.384, -4.658]], "lowdin_charge": [1.48, -0.09, -0.06, -0.09, -0.28, 0.09, -0.20, -0.01, -0.06, -0.06, 0.00, -0.16, 0.20, -0.30, 0.09, -0.22, -0.02, -0.06, -0.06, 0.00, -0.17, 0.19, 0.14, 0.13, 0.08, 0.14, 0.14, 0.10, 0.12, 0.11, 0.12, 0.18, 0.11, 0.11, 0.11, 0.12, 0.18, 0.06, -0.26, -0.01, -0.07, -0.08, -0.03, -0.09, -0.42, -0.15, 0.06, -0.05, -0.04, -0.18, -0.03, -0.08, -0.06, -0.01, -0.37, -0.19, 0.06, 0.12, 0.11, 0.10, 0.12, 0.15, 0.12, 0.11, 0.11, 0.12, 0.77, -0.69, -0.11, -0.13, -0.26, -0.09, -0.11, 0.11, 0.09, 0.09, 0.11], "total_energy_ev": -130246.951, "lumo_ev": -2.85, "homo_ev": -10.385, "charge": 1}